{
  "formula": "C24H67O27P3S5",
  "method": "ωB97M-V/def2-TZVPD",
  "homo_energy_ev": -10.44,
  "charge": 0,
  "e_lumo_ev": 0.251,
  "spin_multiplicity": 1,
  "de_lowest_kj_mol": 0.0,
  "smiles": "CCOS(C)(=O)=O.CCOS(C)(=O)=O.CCOS(C)(=O)=O.CCOS(C)(=O)=O.CCOS(C)(=O)=O.COP(=O)(OC)OC.COP(=O)(OC)OC.COP(=O)(OC)OC",
  "species": ["O", "S", "O", "O", "C", "C", "C", "H", "H", "H", "H", "H", "H", "H", "H", "O", "S", "O", "O", "C", "C", "C", "H", "H", "H", "H", "H", "H", "H", "H", "O", "S", "O", "O", "C", "C", "C", "H", "H", "H", "H", "H", "H", "H", "H", "O", "S", "O", "O", "C", "C", "C", "H", "H", "H", "H", "H", "H", "H", "H", "O", "S", "O", "O", "C", "C", "C", "H", "H", "H", "H", "H", "H", "H", "H", "C", "O", "P", "O", "O", "C", "O", "C", "H", "H", "H", "H", "H", "H", "H", "H", "H", "C", "O", "P", "O", "O", "C", "O", "C", "H", "H", "H", "H", "H", "H", "H", "H", "H", "C", "O", "P", "O", "O", "C", "O", "C", "H", "H", "H", "H", "H", "H", "H", "H", "H"],
  "positions_angstrom": [[2.600, -5.283, 2.906], [1.996, -4.343, 1.985], [2.882, -3.552, 1.119], [0.947, -5.142, 1.073], [0.121, -6.107, 1.707], [-0.597, -6.844, 0.594], [0.859, -3.232, 2.869], [-0.609, -5.650, 2.377], [0.704, -6.802, 2.312], [0.101, -7.352, -0.068], [-1.253, -6.133, 0.090], [-1.313, -7.540, 1.036], [0.175, -2.852, 2.111], [1.412, -2.452, 3.385], [0.282, -3.868, 3.538], [3.325, 2.116, 3.122], [3.793, 1.708, 1.804], [3.412, 2.406, 0.623], [5.417, 1.694, 1.862], [6.162, 1.779, 0.670], [7.460, 1.004, 0.742], [3.523, -0.070, 1.569], [6.415, 2.838, 0.580], [5.631, 1.463, -0.230], [8.084, 1.296, 1.584], [8.005, 1.155, -0.193], [7.294, -0.073, 0.662], [3.911, -0.565, 2.455], [3.951, -0.366, 0.614], [2.431, -0.071, 1.588], [-1.570, -0.909, -2.988], [-2.370, 0.032, -3.719], [-2.207, 0.163, -5.148], [-3.937, -0.320, -3.421], [-4.951, 0.405, -4.115], [-6.248, -0.330, -3.770], [-2.176, 1.705, -2.952], [-4.735, 0.397, -5.182], [-5.047, 1.408, -3.694], [-6.395, -0.545, -2.712], [-6.294, -1.325, -4.216], [-7.035, 0.297, -4.189], [-2.887, 2.422, -3.358], [-1.131, 1.997, -3.045], [-2.433, 1.646, -1.895], [-2.372, 1.598, 1.313], [-0.969, 1.460, 1.047], [0.004, 0.931, 2.021], [-0.813, 0.611, -0.354], [0.492, 0.214, -0.726], [0.662, -1.263, -0.397], [-0.259, 3.051, 0.476], [1.281, 0.833, -0.299], [0.504, 0.311, -1.812], [1.646, -1.497, -0.811], [-0.135, -1.862, -0.834], [0.720, -1.431, 0.677], [-0.682, 3.242, -0.507], [0.826, 2.979, 0.445], [-0.538, 3.836, 1.178], [5.884, -1.509, -3.077], [4.930, -1.486, -1.977], [5.138, -0.634, -0.840], [3.492, -1.042, -2.583], [2.896, -1.611, -3.754], [1.474, -1.068, -3.826], [4.591, -3.230, -1.395], [2.851, -2.701, -3.727], [3.499, -1.269, -4.596], [1.468, 0.019, -3.916], [0.897, -1.404, -2.968], [0.976, -1.425, -4.729], [4.316, -3.794, -2.286], [3.713, -3.231, -0.751], [5.504, -3.574, -0.918], [-4.411, 4.136, 7.539], [-4.193, 2.795, 7.205], [-3.794, 2.391, 5.697], [-3.642, 0.965, 5.418], [-4.900, 3.179, 4.841], [-4.976, 2.968, 3.439], [-2.439, 3.259, 5.400], [-1.336, 2.704, 4.666], [-3.847, 4.466, 8.411], [-5.468, 4.218, 7.807], [-4.232, 4.841, 6.727], [-4.773, 3.890, 2.888], [-5.998, 2.741, 3.138], [-4.296, 2.242, 2.993], [-1.440, 1.642, 4.452], [-0.419, 2.963, 5.191], [-1.285, 3.228, 3.710], [-4.366, -1.829, -0.464], [-4.635, -2.226, 0.893], [-3.665, -3.237, 1.695], [-2.304, -3.448, 1.103], [-3.580, -2.645, 3.183], [-2.893, -1.370, 3.217], [-4.552, -4.577, 1.868], [-4.611, -5.447, 0.765], [-3.328, -2.016, -0.738], [-4.577, -0.766, -0.570], [-5.055, -2.389, -1.097], [-2.597, -1.017, 4.203], [-3.519, -0.575, 2.812], [-1.974, -1.358, 2.628], [-4.889, -4.905, -0.141], [-5.307, -6.261, 0.958], [-3.639, -5.910, 0.578], [0.992, 3.908, -5.265], [1.429, 4.634, -4.133], [2.137, 3.813, -2.975], [1.220, 3.029, -2.150], [2.970, 4.889, -2.102], [3.755, 5.879, -2.754], [3.259, 2.980, -3.747], [4.037, 1.988, -3.054], [-0.064, 4.035, -5.503], [1.196, 2.837, -5.272], [1.564, 4.338, -6.090], [4.707, 5.461, -3.089], [4.104, 6.621, -2.034], [3.231, 6.410, -3.547], [3.932, 1.101, -3.678], [3.682, 1.904, -2.028], [5.088, 2.261, -3.148]]
}



{
  "formula": "C6H11NOS",
  "method": "ωB97M-V/def2-TZVPD",
  "homo_energy_ev": -7.53,
  "charge": 0,
  "e_lumo_ev": -0.115,
  "spin_multiplicity": 1,
  "de_lowest_kj_mol": 522.2,
  "species": ["C", "C", "C", "C", "C", "C", "N", "O", "S", "H", "H", "H", "H", "H", "H", "H", "H", "H", "H", "H"],
  "positions_angstrom": [[-2.407, -0.090, 0.813], [-0.242, 0.414, 0.539], [-0.487, 0.105, -1.885], [0.173, -1.804, -0.428], [1.420, 1.749, 1.833], [0.324, -0.308, -0.640], [0.178, 1.142, 1.433], [1.769, -0.161, -0.869], [-3.196, -1.273, 0.165], [-2.851, 0.740, 1.221], [0.271, 0.425, -2.645], [-1.000, -0.735, -2.275], [-1.183, 0.844, -1.644], [0.660, -2.136, 0.381], [-0.767, -2.158, -0.298], [0.501, -2.449, -1.261], [1.175, 2.051, 2.777], [1.497, 2.566, 1.092], [2.161, 1.026, 1.695], [2.005, 0.053, -0.005]]
}